No. 1
A single C4H10OS molecule at a distorted geometry, computed with the ωB97M-V functional and the def2-TZVPD basis.

Computed properties:
- Relative energy (zero: lowest compared OMol25 entry of this formula, charge and spin): 15.7 kcal per mole
- 2S+1: 1
- HOMO level: -0.3299 Eh
- HOMO-LUMO gap: 9.8 eV

Bonds (Å) are listed after each position.
Atoms and positions in Å:
1 C 1.1202 0.8380 1.0735  C2 1.537, H5 1.166, H6 1.072, H7 1.087
2 C -0.2148 0.3536 0.4844  C1 1.537, C3 1.555, C4 1.556, H8 1.089
3 C -0.3210 -1.1974 0.5344  C2 1.555, H9 1.103, H10 1.132, O15 1.460
4 C -0.4037 0.9691 -0.9318  C2 1.556, H12 1.093, H13 1.070, S16 1.857
5 H 2.0101 0.4747 0.4135  C1 1.166
6 H 1.0405 1.9063 1.1031  C1 1.072
7 H 1.3678 0.5006 2.0764  C1 1.087
8 H -1.0820 0.7303 1.0246  C2 1.089
9 H -0.3978 -1.6922 1.5178  C3 1.103
10 H -1.2257 -1.4710 -0.0881  C3 1.132
11 H 0.8127 -2.6148 -0.2466  O15 0.948
12 H 0.3511 0.5516 -1.6024  C4 1.093
13 H -0.3466 2.0328 -0.8332  C4 1.070
14 H -1.3847 -0.2347 -2.5041  S16 1.321
15 O 0.7280 -1.6778 -0.3609  C3 1.460, H11 0.948
16 S -2.0542 0.5309 -1.6604  C4 1.857, H14 1.321

No. 2
A single C31H25N3O4 molecule at a distorted geometry, computed with the ωB97M-V functional and the def2-TZVPD basis.

Computed properties:
- 2S+1: 1
- HOMO level: -0.3028 Eh
- HOMO-LUMO gap: 7.6 eV

Bonds (Å) are listed after each position.
Atoms and positions in Å:
1 C -5.1280 -1.3364 -0.2929  H2 1.088, H3 1.087, H4 1.085, C5 1.525
2 H -5.5674 -2.2130 0.1790  C1 1.088
3 H -5.8665 -0.8873 -0.9515  C1 1.087
4 H -4.2882 -1.6641 -0.8972  C1 1.085
5 C -4.6876 -0.3361 0.7709  C1 1.525, C6 1.529, C10 1.534, H63 1.098
6 C -5.8536 -0.0369 1.7140  C5 1.529, H7 1.088, H8 1.087, H9 1.087
7 H -5.5497 0.6435 2.5069  C6 1.088
8 H -6.2161 -0.9545 2.1713  C6 1.087
9 H -6.6733 0.4189 1.1636  C6 1.087
10 C -4.1963 0.9872 0.1698  C5 1.534, H11 1.092, H12 1.091, C13 1.540
11 H -4.1315 1.7231 0.9743  C10 1.092
12 H -4.9246 1.3407 -0.5612  C10 1.091
13 C -2.8251 0.9707 -0.5309  C10 1.540, N14 1.451, C29 1.528, H62 1.101
14 N -1.8285 0.2194 0.2091  C13 1.451, C15 1.390, C23 1.395
15 C -1.5287 -1.1248 0.0233  N14 1.390, O16 1.205, C17 1.482
16 O -2.0337 -1.8461 -0.7988  C15 1.205
17 C -0.4412 -1.4226 0.9856  C15 1.482, C18 1.379, C22 1.397
18 C 0.2540 -2.5903 1.2192  C17 1.379, C19 1.392, H28 1.078
19 C 1.2760 -2.5541 2.1629  C18 1.392, C20 1.386, H27 1.079
20 C 1.5776 -1.3885 2.8494  C19 1.386, C21 1.392, H26 1.080
21 C 0.8705 -0.2117 2.6183  C20 1.392, C22 1.379, H25 1.079
22 C -0.1360 -0.2472 1.6766  C17 1.397, C21 1.379, C23 1.480
23 C -1.0357 0.8215 1.1866  N14 1.395, C22 1.480, O24 1.202
24 O -1.1028 1.9786 1.5051  C23 1.202
25 H 1.1000 0.7013 3.1449  C21 1.079
26 H 2.3766 -1.3921 3.5757  C20 1.080
27 H 1.8438 -3.4503 2.3627  C19 1.079
28 H 0.0082 -3.4970 0.6895  C18 1.078
29 C -2.9005 0.5177 -1.9885  C13 1.528, O30 1.201, N31 1.382
30 O -3.9269 0.3668 -2.5941  C29 1.201
31 N -1.6886 0.3637 -2.6348  C29 1.382, C32 1.380, H61 1.014
32 C -0.4210 0.5161 -2.1123  N31 1.380, C33 1.379, O49 1.343
33 C 0.2061 1.6041 -1.5436  C32 1.379, C34 1.401, C36 1.436
34 C -0.3253 2.8954 -1.4246  C33 1.401, N35 1.147
35 N -0.7678 3.9520 -1.3677  C34 1.147
36 C 1.5003 1.1448 -1.1225  C33 1.436, C37 1.377, C50 1.459
37 C 1.5684 -0.1759 -1.5065  C36 1.377, C38 1.452, O49 1.365
38 C 2.6082 -1.1855 -1.4139  C37 1.452, C39 1.396, C43 1.395
39 C 2.2475 -2.5335 -1.4504  C38 1.396, C40 1.381, H48 1.079
40 C 3.2124 -3.5168 -1.3532  C39 1.381, C41 1.385, H47 1.080
41 C 4.5479 -3.1718 -1.2266  C40 1.385, C42 1.386, H46 1.080
42 C 4.9154 -1.8354 -1.2159  C41 1.386, C43 1.381, H45 1.080
43 C 3.9573 -0.8452 -1.3134  C38 1.395, C42 1.381, H44 1.079
44 H 4.2505 0.1929 -1.3249  C43 1.079
45 H 5.9573 -1.5627 -1.1382  C42 1.080
46 H 5.3014 -3.9410 -1.1475  C41 1.080
47 H 2.9222 -4.5568 -1.3785  C40 1.080
48 H 1.2064 -2.7967 -1.5574  C39 1.079
49 O 0.3993 -0.5469 -2.1056  C32 1.343, C37 1.365
50 C 2.4502 1.9487 -0.3600  C36 1.459, C51 1.394, C55 1.392
51 C 3.1227 1.3972 0.7293  C50 1.394, C52 1.381, H60 1.080
52 C 3.9834 2.1727 1.4815  C51 1.381, C53 1.386, H59 1.080
53 C 4.1861 3.5047 1.1580  C52 1.386, C54 1.384, H58 1.080
54 C 3.5203 4.0590 0.0783  C53 1.384, C55 1.383, H57 1.080
55 C 2.6536 3.2893 -0.6757  C50 1.392, C54 1.383, H56 1.080
56 H 2.1382 3.7266 -1.5175  C55 1.080
57 H 3.6719 5.0968 -0.1772  C54 1.080
58 H 4.8585 4.1087 1.7486  C53 1.080
59 H 4.4959 1.7363 2.3263  C52 1.080
60 H 2.9585 0.3605 0.9845  C51 1.080
61 H -1.7561 -0.1651 -3.4974  N31 1.014
62 H -2.4658 2.0109 -0.5503  C13 1.101
63 H -3.8801 -0.7834 1.3652  C5 1.098

No. 3
3 unconnected molecules or ions with the total composition C2H11N2O2 at a distorted geometry, computed with the ωB97M-V functional and the def2-TZVPD basis.

Computed properties:
- Relative energy (zero: lowest compared OMol25 entry of this formula, charge and spin): 49.3 kcal per mole
- 2S+1: 1
- Total charge: +1
- HOMO level: -0.4782 Eh
- HOMO-LUMO gap: 9.7 eV

Bonds (Å) are listed after each position.
Atoms and positions in Å:
1 C -0.0509 0.8480 -1.2349  C2 1.334, N4 1.341, H5 1.105
2 C 0.8525 1.3977 -0.4226  C1 1.334, N3 1.507, H6 1.099
3 N 0.8606 1.0850 1.0517  C2 1.507, H7 1.013, H8 1.031, H9 1.039
4 N -0.1175 0.9349 -2.5711  C1 1.341, H10 1.008, H11 1.059
5 H -0.7424 0.0639 -0.8780  C1 1.105
6 H 1.7520 1.9884 -0.6474  C2 1.099
7 H 0.6043 1.7959 1.7262  N3 1.013
8 H 1.7721 0.7076 1.3522  N3 1.031
9 H 0.1192 0.3587 0.9946  N3 1.039
10 H 0.5164 1.4560 -3.1557  N4 1.008
11 H -1.0640 0.7091 -2.9886  N4 1.059
12 H -2.7798 -1.8281 -3.0061  O14 0.966
13 H -1.8109 -2.8465 -3.5212  O14 0.962
14 O -1.9517 -1.8949 -3.4982  H12 0.966, H13 0.962
15 H 0.9062 -1.1936 6.2203  O17 0.970
16 H 0.3636 -2.2283 5.3060  O17 0.965
17 O 0.7703 -1.3537 5.2730  H15 0.970, H16 0.965